The following is a quantum chemistry calculation of 2 unconnected molecules or ions with the total composition C2H10N4S2, from the OMol25 dataset.

The geometry in ORCA input format:
```
! RIJCOSX wB97M-V def2-TZVPD def2/J DEFGRID3
* xyz 2 1
C -1.221 -0.268 0.744
C 0.844 -0.670 -0.645
N -0.187 0.024 -0.361
N -3.255 0.752 -0.166
N -2.439 -0.347 0.079
N 2.637 0.920 0.023
S 1.414 -2.123 0.212
S 4.183 0.774 -0.055
H -0.978 -1.212 1.295
H -1.076 0.580 1.330
H 1.321 -0.490 -1.588
H -0.539 0.791 -0.754
H -3.420 1.456 0.512
H -4.117 0.505 -0.720
H -2.474 -0.976 -0.775
H 2.248 1.713 0.509
H 2.243 -2.688 -0.801
H 4.815 1.256 1.161
*
```

Properties
Orbital gap (spin up / spin down), Eh: 0.3270 / 0.1428
M, u: 154.26
Total energy, eV: -29844.68050
ΔE to the lowest compared entry with this formula, charge and spin, kcal/mol: 170.1

Charges in e, computed with natural (NBO), in the same order as the atoms: C -0.1121; C 0.1241; N -0.5126; N -0.3779; N -0.1976; N -0.9617; S 0.1594; S 0.5717; H 0.2876; H 0.2540; H 0.2750; H 0.4177; H 0.4371; H 0.4525; H 0.4484; H 0.3735; H 0.2390; H 0.1218


The following is a quantum chemistry calculation of a single C9H12N2O2 molecule, from the OMol25 dataset.

The geometry in ORCA input format:
```
! RIJCOSX wB97M-V def2-TZVPD def2/J DEFGRID3
* xyz 0 1
C 1.481 -3.419 0.056
C 0.648 -2.142 -0.152
C -0.802 -2.466 -0.516
C 0.675 -1.403 1.142
O 0.003 -0.091 1.049
C 0.637 0.860 0.337
O 1.808 0.785 0.007
C -0.206 2.083 0.036
C 0.443 3.220 -0.476
N -0.183 4.361 -0.674
C -1.524 4.437 -0.523
C -2.170 3.259 -0.089
N -1.516 2.157 0.288
H 1.029 -3.897 0.912
H 1.346 -3.990 -0.921
H 2.530 -3.185 0.252
H 1.104 -1.565 -1.003
H -1.089 -3.360 0.159
H -0.886 -2.839 -1.562
H -1.525 -1.621 -0.401
H 0.190 -1.961 1.974
H 1.676 -1.167 1.395
H 1.486 3.187 -0.717
H -1.900 5.482 -0.688
H -3.255 3.275 0.114
*
```

Properties
Orbital gap, Eh: 0.3501
M, u: 180.21
Total energy, eV: -16602.19102
SMILES string: CC(C)COC(=O)c1cnccn1
ΔE to the lowest compared entry with this formula, charge and spin, kcal/mol: 2.9

Charges in e, computed with natural (NBO), in the same order as the atoms: C -0.6013; C -0.2590; C -0.6170; C -0.0696; O -0.4951; C 0.7651; O -0.5925; C 0.0386; C 0.0409; N -0.3906; C -0.0019; C -0.0092; N -0.3475; H 0.1999; H 0.2180; H 0.2174; H 0.2188; H 0.1963; H 0.2121; H 0.2308; H 0.1999; H 0.2034; H 0.2185; H 0.2233; H 0.2009


The following is a quantum chemistry calculation of 2 unconnected molecules or ions with the total composition C2F3NO, from the OMol25 dataset.

The geometry in ORCA input format:
```
! RIJCOSX wB97M-V def2-TZVPD def2/J DEFGRID3
* xyz 0 1
O -1.757 1.041 -0.724
C -1.555 0.100 -0.075
F -1.682 -1.127 -0.546
F -1.085 -0.004 1.140
N 1.859 1.109 0.403
C 2.016 0.039 0.133
F 2.204 -1.158 -0.331
*
```

Properties
Orbital gap, Eh: 0.4819
M, u: 111.02
Total energy, eV: -13762.36060
SMILES string: O=C(F)F.N#CF
ΔE to the lowest compared entry with this formula, charge and spin, kcal/mol: 28.3

Charges in e, computed with natural (NBO), in the same order as the atoms: O -0.5187; C 1.1221; F -0.3131; F -0.2910; N -0.3896; C 0.6326; F -0.2423